[1]
{"formula": "C6H22N8O6Zn", "method": "the ωB97M-V functional and the def2-TZVPD basis", "elements": ["Zn", "C", "O", "N", "N", "H", "H", "H", "H", "C", "O", "N", "N", "H", "H", "H", "H", "C", "O", "N", "N", "H", "H", "H", "H", "C", "O", "N", "N", "H", "H", "H", "H", "C", "C", "O", "O", "H", "H", "H", "H", "H", "H"], "xyz": [[-0.066, -0.037, 0.094], [2.593, -1.209, 1.860], [1.499, -1.154, 1.128], [2.720, -1.988, 2.941], [3.647, -0.608, 1.519], [1.991, -2.677, 3.060], [3.592, -2.160, 3.422], [4.486, -0.669, 2.078], [3.529, -0.080, 0.666], [-2.459, -1.471, 1.566], [-1.593, -1.104, 0.868], [-2.706, -0.829, 2.713], [-3.038, -2.562, 1.478], [-2.070, -0.048, 2.792], [-3.170, -1.197, 3.531], [-3.840, -2.795, 2.047], [-2.786, -3.151, 0.698], [0.464, -1.498, -2.568], [-0.045, -1.169, -1.510], [1.044, -2.647, -2.805], [0.608, -0.653, -3.563], [1.519, -2.748, -3.691], [0.976, -3.348, -2.081], [0.192, 0.265, -3.501], [0.700, -1.015, -4.501], [-2.060, 1.718, -1.884], [-1.354, 1.068, -1.102], [-2.889, 1.299, -2.814], [-2.116, 2.978, -1.667], [-3.038, 0.311, -2.964], [-3.228, 2.088, -3.345], [-1.321, 3.486, -1.307], [-2.861, 3.584, -1.981], [1.602, 2.282, 0.265], [0.825, 2.200, 1.668], [-0.173, 1.185, 1.657], [1.613, 1.069, -0.420], [2.639, 2.571, 0.433], [1.151, 3.065, -0.346], [0.468, 3.140, 2.089], [1.622, 1.824, 2.310], [-0.648, 1.434, 2.453], [1.980, 1.254, -1.287]], "multiplicity": 2, "total_charge": 1, "orbital_gap_ev": [2.70, 10.33], "s2": 0.751, "lumo_energy_ev": [-2.166, -2.238], "homo_energy_ev": [-4.9, -12.6]}



[2]
{"formula": "C3H30O12", "method": "the ωB97M-V functional and the def2-TZVPD basis", "elements": ["O", "H", "H", "O", "H", "H", "O", "H", "H", "O", "H", "H", "O", "H", "H", "O", "H", "H", "O", "H", "H", "O", "H", "H", "O", "H", "H", "O", "H", "H", "O", "H", "H", "C", "C", "C", "O", "H", "H", "H", "H", "H", "H", "H", "H"], "xyz": [[-1.957, 0.060, 0.128], [-2.070, -0.849, -0.150], [-2.274, 0.579, -0.611], [1.156, 2.447, 0.128], [0.218, 2.336, 0.287], [1.240, 3.348, -0.186], [0.006, -1.141, -2.615], [-0.043, -0.497, -1.908], [-0.683, -1.773, -2.411], [-2.301, 0.686, -2.043], [-3.084, 0.152, -2.179], [-1.970, 0.855, -2.925], [-0.950, 2.334, -0.140], [-1.486, 2.896, -0.700], [-1.578, 1.906, 0.441], [2.593, 1.026, -1.781], [2.163, 0.997, -2.636], [2.113, 1.696, -1.294], [0.178, -0.117, -0.810], [-0.763, -0.065, -0.644], [0.554, 0.589, -0.285], [1.629, -1.616, -0.913], [2.299, -1.470, -1.581], [0.921, -1.015, -1.148], [-0.230, 1.945, -2.442], [0.485, 2.565, -2.588], [-0.460, 2.057, -1.520], [2.709, -0.027, 0.264], [2.252, -0.807, -0.049], [2.866, 0.493, -0.524], [1.547, 1.131, 1.869], [1.481, 1.720, 1.118], [2.280, 0.553, 1.657], [-0.894, -1.937, 3.749], [-0.399, -1.431, 2.281], [-0.502, -2.613, 1.304], [-1.457, -0.551, 1.948], [-0.051, -2.448, 4.214], [-1.706, -2.659, 3.660], [-1.112, -1.171, 4.493], [0.573, -0.943, 2.341], [0.208, -3.411, 1.521], [-0.162, -2.197, 0.355], [-1.539, -2.947, 1.265], [-1.798, -0.686, 1.061]], "orbital_gap_ev": 7.53, "lumo_energy_ev": -0.766, "homo_energy_ev": -8.3}



[3]
{"formula": "C34H34N2O2RuSi", "method": "the ωB97M-V functional and the def2-TZVPD basis", "elements": ["Ru", "O", "C", "C", "C", "C", "C", "C", "C", "N", "C", "C", "N", "C", "C", "C", "C", "C", "C", "C", "O", "H", "H", "H", "H", "H", "H", "H", "H", "H", "H", "H", "H", "H", "H", "C", "C", "C", "C", "C", "C", "H", "H", "H", "H", "H", "H", "H", "H", "H", "C", "C", "C", "C", "C", "C", "Si", "C", "C", "C", "C", "C", "C", "H", "H", "H", "H", "H", "H", "H", "H", "H", "H", "H"], "xyz": [[-0.545, 0.975, -0.513], [-0.859, 1.069, -2.684], [-1.829, 0.542, -3.347], [-1.573, -0.242, -4.504], [-2.590, -0.720, -5.289], [-3.933, -0.452, -4.982], [-4.220, 0.283, -3.860], [-3.203, 0.757, -3.015], [-3.564, 1.518, -1.859], [-2.802, 1.794, -0.865], [-3.325, 2.690, 0.151], [-2.637, 2.362, 1.461], [-1.216, 2.438, 1.207], [-0.513, 3.284, 1.858], [0.888, 3.526, 1.685], [1.561, 4.313, 2.635], [2.909, 4.551, 2.547], [3.630, 3.984, 1.488], [3.003, 3.229, 0.530], [1.601, 3.009, 0.562], [1.029, 2.406, -0.428], [-0.536, -0.440, -4.748], [-2.361, -1.312, -6.167], [-4.727, -0.812, -5.623], [-5.250, 0.498, -3.598], [-4.593, 1.896, -1.848], [-4.413, 2.614, 0.253], [-3.079, 3.720, -0.127], [-2.896, 1.341, 1.752], [-2.957, 3.049, 2.252], [-0.998, 3.863, 2.652], [0.984, 4.732, 3.453], [3.409, 5.163, 3.286], [4.699, 4.146, 1.424], [3.543, 2.793, -0.301], [2.588, -3.225, -2.126], [2.794, -1.706, -2.123], [4.093, -1.344, -1.386], [2.836, -1.168, -3.564], [1.674, -1.048, -1.446], [0.758, -0.454, -0.914], [3.408, -3.710, -2.660], [1.650, -3.485, -2.618], [2.556, -3.612, -1.107], [4.950, -1.719, -1.948], [4.103, -1.787, -0.390], [4.182, -0.262, -1.289], [3.696, -1.575, -4.098], [2.903, -0.079, -3.559], [1.924, -1.446, -4.094], [1.385, -4.975, 1.037], [1.932, -3.781, 1.493], [1.202, -2.609, 1.406], [-0.086, -2.596, 0.864], [-0.618, -3.802, 0.415], [0.108, -4.983, 0.499], [-1.086, -0.985, 0.792], [-1.075, -0.409, 2.604], [-2.141, -0.731, 3.445], [-2.137, -0.355, 4.780], [-1.058, 0.347, 5.300], [0.017, 0.663, 4.481], [0.005, 0.289, 3.146], [1.951, -5.896, 1.105], [2.930, -3.768, 1.914], [1.643, -1.684, 1.761], [-1.615, -3.819, -0.013], [-0.324, -5.911, 0.144], [-2.479, -1.445, 0.511], [-2.984, -1.284, 3.044], [-2.975, -0.613, 5.416], [-1.059, 0.643, 6.342], [0.865, 1.206, 4.883], [0.848, 0.554, 2.514]], "multiplicity": 5, "orbital_gap_ev": [7.68, 6.23], "s2": 6.035, "lumo_energy_ev": [0.193, -1.412], "homo_energy_ev": [-7.5, -7.6]}



[4]
{"formula": "C26H24BCrN10S2", "method": "the ωB97M-V functional and the def2-TZVPD basis", "elements": ["Cr", "C", "C", "N", "C", "C", "N", "C", "C", "C", "C", "C", "N", "C", "C", "N", "C", "C", "N", "C", "C", "C", "N", "C", "C", "H", "H", "H", "H", "H", "H", "H", "H", "H", "H", "H", "H", "C", "N", "C", "C", "N", "B", "N", "C", "C", "N", "C", "C", "S", "C", "S", "H", "H", "H", "H", "H", "H", "H", "H", "H", "H", "H", "H"], "xyz": [[0.741, -0.156, -0.400], [3.538, -0.290, 3.039], [2.975, -0.499, 1.789], [1.853, 0.113, 1.404], [1.296, 1.005, 2.287], [1.889, 1.216, 3.547], [2.987, 0.552, 3.912], [0.085, 1.681, 1.763], [-0.633, 2.641, 2.470], [-1.810, 3.185, 1.917], [-2.166, 2.736, 0.624], [-1.339, 1.844, -0.071], [-0.247, 1.296, 0.498], [-1.512, 1.423, -1.483], [-2.570, 1.811, -2.325], [-2.642, 1.363, -3.573], [-1.670, 0.579, -4.006], [-0.611, 0.197, -3.187], [-0.525, 0.584, -1.931], [-2.630, 4.230, 2.627], [-2.325, 4.682, 3.907], [-3.116, 5.611, 4.539], [-4.221, 6.083, 4.002], [-4.563, 5.671, 2.799], [-3.795, 4.768, 2.057], [4.411, -0.840, 3.334], [3.397, -1.201, 1.093], [1.483, 1.928, 4.252], [-0.288, 2.901, 3.457], [-3.068, 3.105, 0.167], [-3.353, 2.470, -1.962], [-1.717, 0.231, -5.034], [0.180, -0.433, -3.566], [-1.446, 4.352, 4.432], [-2.820, 5.958, 5.520], [-5.488, 6.058, 2.388], [-4.160, 4.555, 1.061], [0.503, -3.375, 2.845], [0.600, -3.718, 1.431], [1.208, -4.816, 0.914], [0.956, -4.828, -0.431], [0.213, -3.741, -0.732], [-0.294, -3.391, -2.154], [0.910, -2.986, -3.087], [0.924, -3.388, -4.394], [1.918, -2.722, -5.025], [2.534, -1.917, -4.105], [3.705, -1.072, -4.357], [1.907, -2.103, -2.937], [2.502, -1.356, -1.468], [0.027, -3.054, 0.398], [-0.800, -1.564, 0.616], [1.205, -4.005, 3.379], [-0.508, -3.559, 3.210], [0.741, -2.312, 2.963], [1.729, -5.512, 1.538], [1.265, -5.563, -1.159], [-0.756, -4.398, -2.601], [-1.098, -2.493, -2.127], [0.252, -4.117, -4.800], [2.266, -2.791, -6.041], [3.771, -0.876, -5.422], [4.588, -1.593, -4.010], [3.610, -0.161, -3.790]], "multiplicity": 4, "total_charge": 2, "orbital_gap_ev": [6.25, 6.67], "s2": 3.885, "lumo_energy_ev": [-7.702, -7.387], "homo_energy_ev": [-14.0, -14.1]}



[5]
{"formula": "H3N2PS", "method": "the ωB97M-V functional and the def2-TZVPD basis", "elements": ["N", "N", "P", "S", "H", "H", "H"], "xyz": [[-1.659, -0.175, 0.200], [-1.203, 0.965, 0.211], [-1.914, -1.539, -0.225], [1.959, -0.748, 0.006], [-1.257, 1.688, 0.871], [2.305, -0.765, -1.334], [1.769, 0.574, 0.271]], "orbital_gap_ev": [8.27, 8.27], "lumo_energy_ev": [0.015, 0.015], "homo_energy_ev": [-8.3, -8.3]}